The following is a quantum chemistry calculation of a 2-piece molecular cluster, C7H16N overall, from the Open Molecules 2025 dataset.

The geometry in XYZ format:
```
24
Properties=species:S:1:pos:R:3
C 3.001 0.817 0.055
C 1.774 0.089 -0.520
C 0.463 0.722 -0.345
C -1.917 0.917 -0.369
C -0.798 0.155 -0.626
C -0.816 -1.249 -1.190
C -3.304 0.348 -0.274
N 0.950 -0.900 2.302
H 3.967 0.409 -0.312
H 3.152 1.872 -0.229
H 1.618 -0.931 -0.112
H 1.867 -0.113 -1.594
H 0.422 1.731 0.075
H 0.637 -0.247 1.594
H -1.759 1.994 -0.391
H -0.264 -1.182 -2.130
H -1.838 -1.585 -1.279
H -0.336 -1.862 -0.403
H -3.984 0.653 -1.175
H -3.318 -0.729 -0.243
H -3.879 0.780 0.546
H 0.950 -0.681 3.280
H 0.529 -1.831 2.213
H 2.881 0.825 1.129
```

Calculated values
**LUMO**: -6.28 eV
**Kohn-Sham gap**: 6.972 eV
**DFT total energy**: -330.736679 Ha
**Charge**: +1
**Energy relative to the best compared isomer or geometry (same formula, charge and spin)**: 57.7 kcal/mol

natural (NBO) atomic charge list, values in e, 6 entries: C -0.625; C -0.537; C 0.195; C 0.177; C -0.150; C -0.643

---

The following is a quantum chemistry calculation of an isolated ion of composition C7H16N and charge +1, from the Open Molecules 2025 dataset.

The geometry in XYZ format:
```
24
Properties=species:S:1:pos:R:3
C -2.152 0.897 0.000
C -1.291 -0.129 -0.560
N -1.559 -1.494 0.228
C 0.251 0.417 -0.234
C 0.459 0.989 1.086
C 1.098 0.858 -1.362
C 1.343 -0.518 -0.757
C 2.630 -0.914 0.202
H -1.968 1.249 0.993
H -3.209 0.470 -0.097
H -2.103 1.756 -0.646
H -1.446 -0.161 -1.657
H -0.659 -1.928 0.517
H -2.244 -2.158 -0.275
H -1.981 -1.134 1.173
H 1.452 0.914 1.424
H -0.128 0.524 1.878
H 0.175 2.035 1.017
H 1.725 1.667 -0.988
H 0.784 1.136 -2.368
H 0.990 -1.401 -1.238
H 2.109 -1.267 1.030
H 3.081 0.056 0.334
H 3.170 -1.645 -0.310
```

Calculated values
**LUMO**: -3.61 eV
**Kohn-Sham gap**: 10.091 eV
**DFT total energy**: -330.739910 Ha
**Charge**: +1
**Energy relative to the best compared isomer or geometry (same formula, charge and spin)**: 55.7 kcal/mol

natural (NBO) atomic charge list, values in e, 6 entries: C -0.663; C -0.021; N -0.740; C -0.058; C -0.638; C -0.422

---

The following is a quantum chemistry calculation of a 2-piece molecular cluster, C7H16N2 overall, from the Open Molecules 2025 dataset.

The geometry in XYZ format:
```
25
Properties=species:S:1:pos:R:3
C -2.576 -0.692 -0.060
C -1.351 0.231 -0.182
C -1.470 1.390 0.810
C -0.081 -0.600 -0.046
N 0.347 -1.251 -1.178
C 0.274 -1.195 1.279
C 1.253 -0.065 1.111
H -2.624 -1.135 0.935
H -2.538 -1.502 -0.787
H -3.494 -0.126 -0.221
H -1.351 0.657 -1.194
H -2.420 1.902 0.659
H -1.436 1.032 1.838
H -0.672 2.116 0.667
H -0.297 -1.207 -1.960
H 1.295 -1.008 -1.537
H 0.725 -2.180 1.202
H -0.480 -1.126 2.064
H 2.273 -0.366 1.303
H 1.000 0.872 1.585
C 2.880 0.851 -0.883
N 2.488 0.291 -1.966
H 3.535 0.280 -0.238
H 2.736 1.900 -0.619
H 1.986 0.930 -2.584
```

Calculated values
**LUMO**: 0.98 eV
**Kohn-Sham gap**: 8.647 eV
**DFT total energy**: -385.711600 Ha
**Charge**: 0
**Energy relative to the best compared isomer or geometry (same formula, charge and spin)**: 80.9 kcal/mol

natural (NBO) atomic charge list, values in e, 6 entries: C -0.600; C -0.256; C -0.599; C 0.278; N -0.881; C -0.475

---

The following is a quantum chemistry calculation of C7H16N2 as an isolated structure, from the Open Molecules 2025 dataset.

The geometry in XYZ format:
```
25
Properties=species:S:1:pos:R:3
C 0.426 -1.297 -0.396
C 0.745 2.436 0.586
C 1.832 -0.984 0.124
C -0.366 -2.087 0.651
C -0.219 1.642 1.235
N -0.826 1.573 2.328
H 0.530 -1.926 -1.290
H -1.522 0.828 2.369
H 1.757 2.351 0.975
H 0.842 1.720 -0.651
H 0.442 3.450 0.343
H 1.781 -0.400 1.047
H 2.366 -1.909 0.346
H -1.321 -2.448 0.270
H -0.558 -1.475 1.536
H 0.207 -2.956 0.978
H 2.406 -0.420 -0.610
C -1.746 -0.227 -1.325
C -0.307 -0.034 -0.878
N 0.460 0.866 -1.534
H -0.108 1.456 -2.140
H -0.480 0.673 0.383
H -2.185 0.726 -1.629
H -1.786 -0.909 -2.179
H -2.369 -0.648 -0.538
```

Calculated values
**LUMO**: 0.68 eV
**Kohn-Sham gap**: 9.184 eV
**DFT total energy**: -385.701252 Ha
**Charge**: 0
**Energy relative to the best compared isomer or geometry (same formula, charge and spin)**: 87.4 kcal/mol

natural (NBO) atomic charge list, values in e, 6 entries: C -0.257; C -0.761; C -0.610; C -0.609; C 0.268; N -0.603

---

The following is a quantum chemistry calculation of a 2-piece molecular cluster, C7H16N2O overall, from the Open Molecules 2025 dataset.

The geometry in XYZ format:
```
26
Properties=species:S:1:pos:R:3
H -2.212 -1.180 -0.045
N -1.300 -1.598 -0.152
C -0.409 -0.842 -0.624
C -0.604 0.637 -1.054
C -1.961 1.226 -0.695
C 0.837 -1.508 -1.216
C 2.126 -0.724 -0.972
O 0.654 -1.768 -2.595
H 0.193 1.212 -0.581
H -0.450 0.690 -2.134
H -2.209 1.056 0.349
H -2.745 0.784 -1.304
H -1.957 2.297 -0.872
H 0.899 -2.500 -0.758
H 2.114 0.217 -1.520
H 2.252 -0.503 0.084
H 2.970 -1.319 -1.320
H 0.727 -0.937 -3.080
C 0.278 -0.679 2.041
N 0.724 0.486 1.838
C 0.061 1.607 2.432
H 0.866 -1.535 1.749
H -0.586 -0.885 2.687
H 0.793 2.134 3.059
H -0.249 2.296 1.640
H -0.813 1.339 3.043
```

Calculated values
**LUMO**: 0.89 eV
**Kohn-Sham gap**: 10.347 eV
**DFT total energy**: -461.008211 Ha
**Charge**: 0
**Energy relative to the best compared isomer or geometry (same formula, charge and spin)**: 60.0 kcal/mol

natural (NBO) atomic charge list, values in e, 6 entries: H 0.336; N -0.639; C 0.350; C -0.499; C -0.618; C 0.029

---

The following is a quantum chemistry calculation of a 2-piece molecular cluster, C7H16N2O2S overall, from the Open Molecules 2025 dataset.

The geometry in XYZ format:
```
28
Properties=species:S:1:pos:R:3
C -1.502 -1.745 -1.485
C -0.560 -0.806 -1.396
C 0.645 -0.883 -2.298
N -0.531 0.206 -0.446
C -0.128 1.535 -0.856
C 0.321 2.333 0.386
N 0.365 1.420 1.511
C -0.969 0.950 1.827
C -1.539 0.227 0.586
H -1.382 -2.559 -2.177
H -2.401 -1.763 -0.897
H 1.558 -0.664 -1.749
H 0.727 -1.888 -2.702
H 0.563 -0.189 -3.135
H -0.960 2.057 -1.358
H 0.695 1.454 -1.562
H 1.319 2.747 0.231
H -0.374 3.172 0.564
H 0.784 1.866 2.319
H -1.644 1.774 2.120
H -0.897 0.259 2.669
H -1.784 -0.801 0.845
H -2.460 0.726 0.241
O 2.248 -0.766 0.752
S 2.133 -2.389 0.560
O 1.793 -2.925 2.085
H 1.383 -0.305 0.762
H 2.596 -3.045 2.604
```

Calculated values
**LUMO**: 0.78 eV
**Kohn-Sham gap**: 8.645 eV
**DFT total energy**: -934.436616 Ha
**Charge**: 0
**Energy relative to the best compared isomer or geometry (same formula, charge and spin)**: 21.6 kcal/mol

natural (NBO) atomic charge list, values in e, 6 entries: C -0.516; C 0.217; C -0.659; N -0.455; C -0.221; C -0.234